Record 1
Here is an isolated molecule of C5H7FO from the Open Molecules 2025 dataset. Energies are from wB97M-V/def2-TZVPD.

Geometry as XYZ:
```
14
Properties=species:S:1:pos:R:3
C 1.283 -1.399 1.287
C 0.316 -0.644 0.787
C -0.011 0.319 -0.333
C 0.912 0.425 -1.288
F 2.116 -0.180 -0.909
C -1.113 1.185 -0.282
O -2.523 0.567 -0.153
H 0.990 -2.310 2.093
H 2.421 -1.371 1.082
H -0.552 -0.900 1.421
H 0.675 0.756 -2.456
H -1.133 1.808 -1.126
H -0.994 1.902 0.612
H -2.388 -0.159 -0.736
```

- Total charge: 0
- SMILES: C=C/C(=C\F)CO
- HOMO-LUMO gap: 0.36230 hartree
- Highest occupied orbital energy: -9.3080 eV

---

Record 2
Here is an isolated molecule of C27H24FN7O2 from the Open Molecules 2025 dataset. Energies are from wB97M-V/def2-TZVPD.

Geometry as XYZ:
```
61
Properties=species:S:1:pos:R:3
O 2.924 -0.036 -4.101
C 2.704 -0.849 -3.232
C 3.485 -0.842 -1.912
N 2.592 -0.808 -0.767
N 2.800 -1.758 0.151
C 2.056 -1.810 1.209
C 1.028 -0.870 1.431
C 0.071 -0.623 2.461
C -0.231 -1.243 3.671
C -1.252 -0.723 4.435
C -1.969 0.402 4.018
C -1.690 1.034 2.825
C -0.667 0.512 2.043
N -0.202 0.930 0.822
C -0.673 2.080 0.091
C -0.468 3.356 0.865
C -1.454 4.333 0.890
C -1.270 5.509 1.595
C -0.084 5.691 2.282
F 0.101 6.830 2.981
C 0.917 4.736 2.274
C 0.717 3.571 1.559
C 0.817 0.108 0.454
C 1.599 0.156 -0.753
O 1.453 0.926 -1.693
N 1.760 -1.814 -3.362
C 1.667 -3.047 -2.607
C 0.188 -3.437 -2.441
N -0.626 -2.253 -2.360
C -1.345 -1.960 -1.265
N -2.131 -0.874 -1.313
C -2.885 -0.644 -0.257
C -2.878 -1.453 0.870
C -1.995 -2.523 0.833
N -1.237 -2.787 -0.211
C -0.603 -1.371 -3.510
C 0.683 -1.624 -4.309
H 4.094 0.067 -1.926
H 4.131 -1.715 -1.808
H 2.277 -2.607 1.900
H 0.324 -2.110 3.995
H -1.507 -1.187 5.376
H -2.759 0.783 4.648
H -2.245 1.905 2.511
H -0.110 2.114 -0.849
H -1.733 1.948 -0.148
H -2.377 4.177 0.350
H -2.028 6.275 1.621
H 1.832 4.913 2.818
H 1.494 2.821 1.539
H 2.192 -3.844 -3.153
H 2.133 -2.948 -1.629
H 0.042 -4.008 -1.524
H -0.148 -4.039 -3.293
H -3.531 0.223 -0.328
H -3.503 -1.256 1.723
H -1.887 -3.201 1.671
H -0.623 -0.340 -3.147
H -1.487 -1.534 -4.138
H 0.590 -2.504 -4.951
H 0.924 -0.757 -4.925
```

- Total charge: 0
- SMILES: O=C(Cn1ncc2c3ccccc3n(Cc3ccc(F)cc3)c2c1=O)N1CCN(c2ncccn2)CC1
- HOMO-LUMO gap: 0.30901 hartree
- Highest occupied orbital energy: -8.2168 eV

---

Record 3
Here is a 2-piece molecular cluster, C5H8O2 overall from the Open Molecules 2025 dataset. Energies are from wB97M-V/def2-TZVPD.

Geometry as XYZ:
```
15
Properties=species:S:1:pos:R:3
C 1.351 1.037 -0.120
C 0.411 0.534 0.671
O 0.775 -0.213 1.771
C -1.078 0.740 0.486
C -1.672 -0.466 -0.193
O -1.143 -0.706 -1.527
C -0.697 -1.511 -0.622
H 1.108 1.621 -1.000
H 2.398 0.833 0.084
H 2.049 -0.984 -1.282
H 0.466 -1.125 1.670
H -1.539 0.872 1.472
H -1.270 1.642 -0.106
H -2.720 -0.735 -0.107
H 1.562 -1.538 -1.197
```

- Total charge: 0
- HOMO-LUMO gap: 0.35957 hartree
- Highest occupied orbital energy: -9.4672 eV

---

Record 4
Here is a 3-piece molecular cluster, C20H39N2O10P2 overall from the Open Molecules 2025 dataset. Energies are from wB97M-V/def2-TZVPD.

Geometry as XYZ:
```
73
Properties=species:S:1:pos:R:3
C -0.932 -2.247 2.495
C -1.069 -0.681 2.392
C -1.489 -0.208 3.810
C 0.338 -0.151 2.056
C 0.414 1.314 1.551
O 0.220 2.285 2.579
C 1.825 1.533 0.989
C 2.183 1.503 -0.364
C 3.492 1.753 -0.738
N 4.555 1.998 0.036
C 4.170 1.978 1.320
C 2.908 1.786 1.843
C -0.677 1.516 0.485
C -2.073 0.969 0.840
C -2.822 1.971 1.750
C -2.875 0.952 -0.497
N -2.075 -0.426 1.341
O -3.257 -0.784 1.683
H -1.067 -2.613 3.514
H 0.029 -2.582 2.087
H -1.706 -2.721 1.882
H -0.920 -0.810 4.531
H -2.546 -0.378 4.031
H -1.215 0.831 4.014
H 0.992 -0.289 2.927
H 0.734 -0.778 1.246
H 0.557 1.943 3.414
H 1.441 1.289 -1.125
H 3.699 1.750 -1.813
H 4.977 2.138 2.042
H 2.759 1.831 2.918
H -0.332 1.008 -0.425
H -0.803 2.570 0.217
H -2.377 2.101 2.737
H -2.738 2.947 1.250
H -3.895 1.762 1.784
H -2.721 1.907 -1.008
H -2.515 0.114 -1.106
H -3.935 0.795 -0.287
C 6.238 3.397 -3.006
O 6.137 2.365 -4.013
P 5.756 2.873 -5.565
O 4.690 1.897 -5.891
O 7.208 2.448 -6.185
C 8.210 1.735 -5.471
O 5.537 3.954 -6.801
C 6.474 5.037 -6.937
H 6.498 2.929 -2.059
H 7.015 4.119 -3.272
H 5.280 3.910 -2.898
H 7.863 0.736 -5.209
H 8.526 2.278 -4.582
H 9.071 1.639 -6.131
H 7.454 4.668 -7.239
H 6.563 5.596 -6.005
H 6.107 5.704 -7.714
C -7.917 -4.889 0.369
O -7.770 -4.398 1.717
P -6.819 -5.322 2.749
O -7.711 -5.367 3.931
O -5.653 -4.189 2.882
C -5.740 -2.870 2.347
O -5.732 -6.501 3.174
C -4.588 -6.709 2.329
H -8.539 -4.189 -0.183
H -6.942 -4.960 -0.124
H -8.397 -5.869 0.372
H -6.544 -2.310 2.825
H -5.875 -2.891 1.267
H -4.800 -2.366 2.557
H -3.907 -5.859 2.378
H -4.890 -6.879 1.295
H -4.059 -7.589 2.690
```

- Total charge: 0
- <S²>: 0.75
- HOMO-LUMO gap (alpha / beta): 0.30265 / 0.32643 hartree
- Multiplicity: 2
- Highest occupied orbital energy (alpha / beta): -9.0970 / -9.7442 eV